Entry from OMol25: a structure of composition C34H42AsClN6O6S2V (ωB97M-V with the def2-TZVPD basis set).

XYZ file:
```
93
Properties=species:S:1:pos:R:3
V 0.53855 0.33300 -0.01017
C -0.91466 1.07443 -3.32676
N 0.23328 0.41744 -2.71702
C 0.79830 -0.83543 -3.18645
C 1.71341 -1.50659 -2.17089
C 2.46268 -2.60382 -2.57793
C 3.37244 -3.16647 -1.70383
C 3.55053 -2.60181 -0.44629
C 2.76772 -1.52473 -0.09041
N 1.84423 -1.02642 -0.93203
C 1.24622 1.24065 -2.16546
C 1.77634 2.17716 0.42987
C 2.10426 5.00863 -1.64818
C 3.36212 4.87909 -1.21992
C 4.05748 3.94977 -0.32589
C 3.86684 3.08236 0.69657
N 2.78827 2.34112 1.19807
C -2.07388 1.37081 -2.39229
C -2.93449 2.41920 -2.69721
C -3.93875 2.73365 -1.80237
C -4.03969 2.00721 -0.62428
C -3.15254 0.96626 -0.42448
N -2.20030 0.63986 -1.29719
H -1.28965 0.40720 -4.11062
H -0.60101 2.00807 -3.79987
H 1.39103 -0.68991 -4.09470
H -0.02853 -1.51482 -3.38977
H 2.34181 -2.98990 -3.58205
H 3.95903 -4.02328 -2.00817
H 4.27973 -2.98828 0.25115
H 2.88182 -1.02112 0.86068
H 2.55383 2.45297 -1.30270
H 3.11518 1.60011 -2.45013
H 1.71539 5.90835 -2.10218
H 4.04439 5.61134 -1.63857
H 5.12507 4.15121 -0.40258
H 4.77885 2.81313 1.21912
H -2.79901 2.99187 -3.60623
H -4.61984 3.54874 -2.00832
H -4.79205 2.23513 0.11755
H -3.18665 0.36961 0.48114
O -0.16118 0.18967 5.42069
C 0.43967 -0.95428 5.05945
C 0.93603 -1.77496 6.07171
C 1.58028 -2.95865 5.76831
C 1.73631 -3.35676 4.44384
C 1.23627 -2.55228 3.43750
C 0.58103 -1.35104 3.71667
C 0.14866 -0.49500 2.60112
O 0.29523 -0.94790 1.35875
N -0.26200 0.70070 2.83177
N -0.49283 1.44866 1.69709
C -0.31590 2.77396 1.95276
S -1.57611 4.01067 1.39968
C -0.87791 5.33768 2.44466
C 0.50020 4.96144 2.95404
S 0.34816 3.25197 3.51144
H -0.34280 0.70162 4.59551
H 0.81289 -1.44726 7.09556
H 1.96795 -3.57500 6.56979
H 2.24362 -4.28224 4.20476
H 1.34997 -2.83464 2.39831
H -1.56332 5.43558 3.28777
H -0.91680 6.23402 1.82591
H 0.80452 5.57964 3.79816
H 1.25686 5.01800 2.17063
O 1.11983 4.08132 -1.42236
Cl 1.08829 2.42276 -1.04267
O -0.34927 2.17481 -0.73573
O 2.42122 1.01759 -2.81174
O -1.36109 4.44126 -0.00530
C -1.72507 -3.64959 -3.82117
C -1.29882 -4.04168 -2.40552
As -1.41366 -2.66175 -0.96879
C -0.86118 -3.95435 0.42293
C -1.52265 -3.71726 1.77912
C -3.35593 -2.84932 -0.64739
C -4.28212 -2.26700 -1.71424
H -1.87755 -4.54001 -4.43459
H -0.97308 -3.04430 -4.32995
H -2.65769 -3.08741 -3.82962
H -0.25795 -4.37934 -2.41430
H -1.90293 -4.88304 -2.05856
H 0.22411 -3.85910 0.51655
H -1.07154 -4.96626 0.06896
H -1.50435 -2.66205 2.05249
H -1.00668 -4.26467 2.56914
H -2.56194 -4.04724 1.77205
H -3.53281 -2.34751 0.30645
H -3.57296 -3.91020 -0.50115
H -3.95693 -1.28185 -2.04329
H -5.29840 -2.16810 -1.32744
H -4.33540 -2.91512 -2.58897
```

As for the spin multiplicity: 4. The relative energy (zero: lowest compared OMol25 entry of this formula, charge and spin) comes out at 14.0942 eV. As for the orbital gap (alpha / beta): 4.95 / 6.59 eV. For the HOMO energy (alpha / beta), the calculation gives -5.171 / -6.941 eV. As for the expectation value of S²: 3.7944. The total energy comes out at -6536.43296 hartree.